No. 1
This record from the Open Molecules 2025 dataset describes a single C4H9NO3 molecule in a non-equilibrium geometry. The level of theory is ωB97M-V with the def2-TZVPD basis set.

Properties
max |F|	0.086	hartree/bohr
LUMO	0.586	eV
SMILES string	C[C@@H](CO)NC(=O)O
energy above the lowest of the compared OMol25 structures with the same formula, charge and spin	52.4	kcal/mol
orbital gap	10.1	eV
HOMO	-9.5	eV

CARTESIAN COORDINATES (ANGSTROEM)
H (-2.77, 0.27, 0.31)
H (0.10, -2.64, 0.37)
H (-2.18, 0.51, -1.15)
C (-1.91, 0.81, -0.13)
C (-0.53, 0.55, 0.27)
H (-1.23, -1.13, 1.57)
H (0.56, -0.50, 1.96)
C (-0.31, -0.78, 1.14)
C (1.76, 0.51, -0.64)
H (0.01, 1.36, 0.89)
O (0.42, -1.76, 0.39)
N (0.37, 0.53, -0.87)
H (-0.03, 0.30, -1.74)
O (2.69, 0.25, -1.65)
H (-2.16, 1.83, -0.03)
O (2.14, 0.46, 0.54)
H (3.07, -0.58, -1.25)

Results of the natural (NBO) charge analysis, in e, for atoms 1 through 6: 0.23, 0.48, 0.21, -0.64, -0.09, 0.17


No. 2
This record from the Open Molecules 2025 dataset describes C33H39BCl2N2S4V as an isolated structure in a non-equilibrium geometry. The level of theory is ωB97M-V with the def2-TZVPD basis set.

Properties
max |F|	0.028	hartree/bohr
total charge	+1
LUMO	-5.243	eV
energy above the lowest of the compared OMol25 structures with the same formula, charge and spin	0.0	kcal/mol
orbital gap	5.8	eV
HOMO	-11.0	eV

CARTESIAN COORDINATES (ANGSTROEM)
H (0.49, -2.23, -2.10)
S (1.94, 1.16, 2.70)
Cl (2.39, 4.65, -2.65)
C (-2.57, -1.83, 1.82)
C (-3.16, -0.42, -3.07)
C (0.31, -2.38, 0.08)
C (-3.07, -3.22, 1.38)
H (-3.13, 2.22, -1.81)
H (3.15, -0.93, 4.20)
H (2.81, -4.47, 3.10)
C (0.09, 1.93, -4.42)
S (-0.94, 1.40, 3.17)
H (-2.59, 5.63, -0.31)
H (2.70, -0.29, -1.44)
C (-1.42, -2.03, 2.80)
C (-3.07, 1.30, -1.24)
H (3.81, -3.77, 1.82)
H (2.50, -1.69, 1.86)
H (-2.03, 1.89, -4.12)
H (-3.62, 0.33, -3.72)
C (-0.08, -1.90, 2.41)
H (-4.61, -1.12, 1.70)
C (3.42, -1.90, 3.79)
S (1.32, 2.76, -0.29)
H (-2.70, -2.66, 4.40)
C (-1.65, 5.42, -0.80)
H (2.20, 1.69, -4.58)
C (-1.24, 6.11, -1.92)
C (-0.81, 4.44, -0.31)
C (2.80, 0.14, -2.44)
C (0.27, 0.40, -2.14)
H (0.02, 2.54, -5.32)
H (3.69, 1.97, -1.65)
B (0.22, -0.13, 0.46)
C (-2.28, 0.23, -2.00)
N (0.18, -1.44, 1.07)
C (1.44, 0.69, -2.85)
H (-0.86, -3.33, 5.88)
C (-1.06, 1.58, -3.74)
H (0.32, 6.45, -3.35)
C (0.82, 4.88, -1.99)
H (-2.20, -1.32, 0.94)
H (-2.02, -0.56, -1.29)
C (0.40, 4.11, -0.90)
H (2.43, -1.74, -3.49)
H (3.39, -0.57, -4.40)
H (3.47, -2.61, 4.61)
H (-3.52, 0.04, 2.45)
H (-1.89, 6.88, -2.34)
H (-4.09, 0.96, -1.04)
C (-1.68, -2.53, 4.07)
H (4.12, -1.46, -3.06)
N (0.34, -0.42, -0.96)
H (-3.78, -3.12, 0.56)
H (0.28, -3.44, 0.30)
C (3.90, 1.20, -2.39)
C (-1.00, 0.77, -2.61)
C (2.42, -2.37, 2.72)
H (4.85, 0.73, -2.13)
C (1.32, 1.46, -4.00)
H (4.02, 1.69, -3.36)
H (-2.24, -3.85, 1.05)
V (0.36, 1.71, 1.36)
C (3.21, -0.98, -3.41)
C (-0.01, 5.87, -2.50)
C (-3.75, -1.02, 2.37)
Cl (-1.20, 3.58, 1.15)
H (-3.57, -3.73, 2.21)
H (-3.97, -0.99, -2.60)
H (-2.60, 1.51, -0.28)
H (2.11, -4.17, 1.51)
H (4.41, -1.83, 3.35)
H (-2.58, -1.11, -3.69)
C (2.81, -3.78, 2.25)
S (0.85, 0.60, 5.41)
C (0.41, -1.78, -1.13)
C (0.60, 0.99, 3.87)
H (1.46, -3.24, 5.09)
C (0.67, -2.87, 4.45)
C (-0.64, -2.94, 4.90)
H (-4.06, -1.37, 3.35)
C (0.98, -2.36, 3.20)

Results of the Löwdin charge analysis, in e, for atoms 1 through 6: 0.14, 0.71, 0.76, -0.36, -0.05, -0.02


No. 3
This record from the Open Molecules 2025 dataset describes C44H114CdN7O17 as an isolated structure in a non-equilibrium geometry. The level of theory is ωB97M-V with the def2-TZVPD basis set.

Properties
max |F|	0.061	hartree/bohr
total charge	+1
LUMO	-8.641	eV
energy above the lowest of the compared OMol25 structures with the same formula, charge and spin	221.0	kcal/mol
orbital gap	1.1	eV
HOMO	-9.8	eV

CARTESIAN COORDINATES (ANGSTROEM)
H (-18.90, -1.88, 4.43)
H (-26.69, 5.53, 1.18)
H (-20.78, 0.26, -2.95)
H (-13.00, -1.61, 12.24)
H (-10.03, -4.67, -3.21)
H (-12.85, -1.17, 9.82)
H (-12.29, -5.64, -2.76)
H (-22.89, -3.63, -5.75)
C (-11.95, -4.90, -2.03)
C (-24.74, -13.83, 1.31)
O (-18.74, 1.25, -1.49)
H (-23.92, -2.83, -3.42)
H (-24.73, 3.81, -0.62)
H (-25.51, -0.99, 13.25)
C (-24.37, -2.11, 15.29)
C (-17.40, 1.18, -1.04)
H (-21.44, -2.62, -5.25)
H (-22.36, -11.02, 2.45)
H (-19.83, -1.45, 5.85)
H (-20.49, -10.92, 4.59)
C (-18.34, 4.07, 4.82)
H (-13.58, 0.05, 12.06)
C (-18.75, 6.37, 5.31)
C (-21.29, -10.45, 4.01)
C (-22.78, -12.28, 4.06)
H (-21.97, -1.45, -0.93)
H (-20.07, 1.98, 12.04)
H (-21.05, -2.50, 3.26)
H (-19.65, -3.10, 5.52)
N (-23.73, -0.34, 11.43)
H (-23.77, 6.34, 0.58)
H (-26.69, -5.46, 7.64)
H (-23.13, 5.35, -0.77)
H (-16.61, -1.30, 15.44)
H (-25.35, -13.21, 0.66)
H (-24.83, -3.06, 15.57)
H (-14.31, -2.04, 14.22)
C (-21.12, -2.12, 4.28)
O (-15.34, 6.12, 9.28)
H (-16.14, 7.69, 10.42)
H (-22.19, -4.96, 7.21)
H (-21.51, -5.82, 8.26)
H (-12.33, -4.01, -2.53)
H (-18.99, -2.29, 13.80)
C (-16.50, -1.59, 14.40)
C (-25.48, 4.57, -0.41)
C (-22.89, -2.87, -3.06)
H (-17.10, 6.04, 7.22)
N (-25.14, 5.84, -0.97)
H (-10.01, -3.93, -1.62)
H (-19.36, -0.76, 13.06)
H (-25.41, -14.41, 1.95)
H (-19.80, -9.72, 2.53)
H (-25.24, -5.71, 7.30)
H (-19.60, 6.01, 5.89)
C (-23.36, 7.52, -1.22)
O (-17.44, -0.79, 13.69)
H (-24.16, -14.52, 0.69)
O (-22.37, -5.59, 7.91)
H (-14.15, -3.70, 1.17)
H (-17.54, 8.56, 8.65)
C (-24.98, -1.90, 12.95)
C (-13.90, -5.29, 3.18)
O (-21.65, -8.76, 2.25)
C (-19.79, -2.14, 5.01)
H (-14.92, 5.75, 11.30)
H (-18.81, -0.69, -2.27)
H (-17.20, 6.37, 10.15)
N (-12.44, -4.87, -0.68)
H (-14.46, -4.32, -1.11)
H (-19.02, 6.77, 4.33)
H (-24.17, -13.91, 3.94)
H (-23.53, -2.14, 15.98)
H (-23.05, -3.19, -2.03)
C (-23.43, -13.41, 3.32)
C (-10.38, -4.78, -2.19)
O (-24.25, 8.65, -1.00)
H (-16.87, -2.60, 14.28)
C (-19.30, -0.10, -1.49)
H (-25.54, -2.82, 12.80)
C (-24.22, -1.70, 11.60)
H (-21.30, 0.86, -1.38)
C (-21.09, -7.82, 1.33)
H (-14.33, -0.49, 7.78)
H (-17.09, 7.73, 5.66)
N (-21.90, -11.46, 3.23)
H (-15.68, 0.44, 8.01)
H (-14.29, -2.15, 10.19)
C (-18.80, -1.22, 13.87)
H (-20.26, -8.54, 3.71)
H (-16.64, 1.08, -1.82)
H (-21.86, 1.09, 9.00)
H (-23.33, -0.69, -2.91)
H (-15.93, 4.63, 10.61)
C (-15.04, -1.31, 13.89)
N (-21.54, -1.24, -1.82)
C (-13.82, -1.18, 10.31)
H (-21.75, -0.77, 10.55)
C (-15.18, -0.42, 8.46)
H (-17.50, 3.38, 4.82)
H (-25.78, 6.53, -0.61)
H (-24.91, 3.00, 3.06)
H (-20.55, -7.00, 1.79)
H (-22.06, -1.01, -3.89)
H (-21.19, -4.25, -5.52)
C (-22.73, -0.34, 10.38)
H (-14.17, 4.63, 10.18)
H (-17.28, 2.17, -0.60)
N (-17.65, 6.84, 7.50)
H (-23.42, 7.41, -2.31)
H (-15.36, -5.05, 1.09)
H (-26.68, 3.82, 1.28)
H (-8.03, -5.45, -0.87)
O (-9.93, -6.05, -1.73)
H (-23.60, -11.65, 4.41)
O (-24.10, -12.87, 2.18)
O (-22.14, -3.84, -3.82)
C (-22.51, -1.40, -2.98)
C (-23.77, 6.20, -0.50)
N (-15.09, -1.29, 12.46)
H (-24.03, 3.16, 1.66)
H (-19.17, -0.82, 14.81)
H (-24.88, -1.97, 10.78)
C (-24.37, 3.76, 2.50)
C (-23.82, 9.80, -1.75)
Cd (-25.88, -3.69, 4.19)
H (-19.16, -0.63, -0.55)
H (-20.35, 0.40, 11.41)
C (-21.97, -3.57, -5.17)
C (-20.66, -9.35, 3.09)
C (-13.92, -5.02, -0.47)
O (-17.81, 5.36, 5.04)
O (-13.45, -5.47, 1.85)
H (-8.24, -7.17, -1.29)
H (-22.43, -12.74, 4.98)
H (-23.91, 9.61, -2.82)
O (-23.92, -2.13, 13.96)
H (-22.81, 10.17, -1.57)
H (-21.33, -1.08, 4.00)
H (-23.21, -0.11, 12.26)
H (-15.76, -1.35, 8.44)
C (-14.32, -4.76, 0.95)
C (-8.48, -6.14, -1.58)
H (-15.71, -0.55, 12.15)
H (-19.81, 1.69, 10.38)
H (-25.01, -1.25, 15.50)
H (-23.42, -2.40, 11.41)
H (-19.00, 3.73, 5.62)
O (-22.24, -2.69, 4.85)
H (-12.00, -5.65, -0.22)
H (-13.80, -4.27, 3.56)
H (-8.08, -5.95, -2.57)
H (-23.09, -0.89, 9.51)
H (-14.17, -6.06, -0.69)
H (-24.39, 10.71, -1.56)
C (-16.44, 6.98, 9.65)
H (-21.92, -7.36, 0.81)
C (-26.03, 4.67, 1.05)
O (-25.06, 4.90, 2.01)
H (-13.25, -5.90, 3.81)
C (-22.44, 1.08, 9.92)
H (-20.56, -8.39, 0.57)
C (-20.81, 0.03, -1.89)
H (-23.37, 1.58, 9.65)
O (-21.78, 1.90, 10.87)
H (-22.65, -14.10, 2.98)
H (-17.20, 0.37, -0.34)
C (-20.50, 1.46, 11.19)
H (-22.35, 7.78, -0.93)
H (-21.99, -9.94, 4.67)
H (-16.08, 8.14, 7.84)
H (-14.59, -0.35, 14.16)
H (-18.63, 8.31, 6.34)
C (-13.78, -0.99, 11.80)
H (-26.35, 4.27, -1.01)
C (-15.06, 5.23, 10.35)
H (-18.89, 3.98, 3.88)
C (-16.91, 7.71, 8.41)
C (-18.00, 7.44, 6.18)
O (-14.73, -0.15, 9.78)
O (-26.07, -5.46, 6.91)
H (-14.91, -5.59, 3.45)
H (-23.45, 4.03, 3.02)

Results of the Löwdin charge analysis, in e, for atoms 1 through 6: 0.09, 0.13, 0.11, 0.12, 0.11, 0.12


No. 4
This record from the Open Molecules 2025 dataset describes a 2-piece molecular cluster, C3H10S overall in a non-equilibrium geometry. The level of theory is ωB97M-V with the def2-TZVPD basis set.

Properties
max |F|	0.021	hartree/bohr
LUMO	0.853	eV
SMILES string	CCC.S
energy above the lowest of the compared OMol25 structures with the same formula, charge and spin	6.1	kcal/mol
orbital gap	10.7	eV
HOMO	-9.8	eV

CARTESIAN COORDINATES (ANGSTROEM)
C (2.32, 1.00, -0.70)
H (1.21, -1.85, -2.24)
C (0.96, -0.87, -1.82)
H (3.18, 1.13, -1.35)
H (-1.86, 0.39, 2.61)
H (2.58, 1.35, 0.30)
H (1.25, -0.54, 0.31)
H (1.45, 1.54, -1.06)
C (1.82, -0.46, -0.62)
H (-0.10, -0.83, -1.59)
H (-1.48, 0.37, 0.73)
H (1.08, -0.20, -2.67)
H (2.60, -1.22, -0.50)
S (-2.54, 0.10, 1.50)

Results of the natural (NBO) charge analysis, in e, for atoms 1 through 6: -0.60, 0.21, -0.62, 0.21, 0.14, 0.21


No. 5
This record from the Open Molecules 2025 dataset describes a single C4H6ClNOS molecule in a non-equilibrium geometry. The level of theory is ωB97M-V with the def2-TZVPD basis set.

Properties
max |F|	0.051	hartree/bohr
LUMO	-0.075	eV
SMILES string	C=CN(O)C(=S)CCl
energy above the lowest of the compared OMol25 structures with the same formula, charge and spin	72.7	kcal/mol
orbital gap	8.6	eV
HOMO	-8.7	eV

CARTESIAN COORDINATES (ANGSTROEM)
C (-0.10, 0.91, 1.38)
C (-0.45, -0.54, -0.59)
Cl (1.89, -1.31, -1.85)
C (-0.76, 0.25, 2.36)
H (1.90, 0.91, -0.60)
N (0.17, 0.51, 0.08)
H (-0.39, -1.65, -2.52)
H (0.23, -0.09, -2.67)
H (-1.28, -0.70, 2.24)
H (0.30, 1.86, 1.61)
O (1.00, 1.38, -0.58)
H (-0.92, 0.72, 3.30)
C (0.17, -0.87, -1.98)
S (-1.76, -1.37, -0.17)

Results of the natural (NBO) charge analysis, in e, for atoms 1 through 6: -0.04, 0.03, -0.07, -0.42, 0.48, -0.14


No. 6
This record from the Open Molecules 2025 dataset describes C2H3F3O as an isolated structure in a non-equilibrium geometry. The level of theory is ωB97M-V with the def2-TZVPD basis set.

Properties
max |F|	0.122	hartree/bohr
LUMO	1.056	eV
energy above the lowest of the compared OMol25 structures with the same formula, charge and spin	134.0	kcal/mol
orbital gap	10.8	eV
HOMO	-9.7	eV

CARTESIAN COORDINATES (ANGSTROEM)
H (0.13, -1.30, -1.09)
H (-0.99, 1.29, 0.44)
F (1.57, -0.09, -1.19)
H (0.77, 1.04, 1.02)
O (-0.93, -0.41, 1.36)
C (-0.26, 0.57, 0.63)
F (-0.40, 0.53, -1.96)
C (0.22, -0.24, -1.11)
F (-0.12, -1.40, 1.89)

Results of the natural (NBO) charge analysis, in e, for atoms 1 through 6: 0.14, 0.20, -0.36, 0.20, -0.14, -0.15


Number 1: DFT total energy -438.24563 hartree. Number 2: DFT total energy -4872.22284 hartree. Number 3: DFT total energy -3573.96135 hartree. Number 4: DFT total energy -518.46212 hartree. Number 5: DFT total energy -1144.29250 hartree. Number 6: DFT total energy -452.64025 hartree.